[1]
DFT (ωB97M-V with the def2-TZVPD basis set) results for a molecular structure, H6NiO15S3 at a distorted geometry.

The geometry in XYZ format:
```
25
Properties=species:S:1:pos:R:3:forces:R:3
Ni -0.025 -0.302 0.573 0.6 -0.1 -2.4
S 0.615 2.491 1.996 1.1 4.5 -2.7
O 2.086 2.263 1.957 0.3 -1.3 0.4
O -0.152 1.284 1.627 -0.7 -1.1 0.7
O 0.204 2.921 3.316 -0.7 -0.4 3.4
O 0.292 3.629 1.096 0.3 -1.0 0.7
S -0.241 -2.649 -1.816 -0.7 0.0 -3.3
O 0.204 -2.098 -0.536 0.7 -0.1 3.1
O -0.994 -1.602 -2.512 -0.1 -0.6 -0.4
O 0.950 -3.062 -2.588 0.8 -0.3 -0.1
O -1.109 -3.850 -1.683 -0.4 -0.8 1.2
S 0.008 1.578 -2.034 -2.7 4.3 -2.1
O 0.826 1.814 -3.238 1.8 -0.3 0.0
O -1.259 1.044 -2.535 -1.7 -1.1 -0.3
O 0.565 0.639 -1.077 2.2 -1.8 1.4
O -0.307 2.857 -1.371 0.7 -0.1 -0.2
O -1.852 -0.333 -0.393 -1.5 0.1 2.5
H -2.702 -0.701 -0.635 0.3 -0.3 0.0
H -1.446 -0.097 -1.227 0.2 0.6 -2.3
O 2.048 -0.608 1.079 0.3 -0.7 0.7
H 2.422 -0.153 1.834 -0.3 1.1 0.2
H 2.807 -0.937 0.597 -0.4 -0.1 -0.7
O -0.748 -1.223 2.249 -0.3 -1.1 0.9
H -0.861 -0.927 3.152 0.2 0.8 0.0
H -1.331 -1.978 2.169 0.0 -0.3 -0.6
```
Positions in Å, forces in eV/Å.

## Properties
Frontier orbital gap (spin up / spin down)   3.2 / 3.2 eV
Spin multiplicity   3
Energy   -3834.78585 a.u.
Energy above the lowest of the compared OMol25 structures with the same formula, charge and spin   41.6 kJ/mol
Charge   -4

---

[2]
DFT (ωB97M-V with the def2-TZVPD basis set) results for a molecular structure, CH6NS at a distorted geometry.

The geometry in XYZ format:
```
9
Properties=species:S:1:pos:R:3:forces:R:3
C 0.451 -0.738 0.237 -2.2 1.6 -5.4
N -0.994 0.443 0.117 0.0 -1.8 1.3
S 1.964 0.215 -0.027 -1.4 -0.6 -1.3
H 0.376 -1.047 1.203 -0.2 -0.9 2.7
H -0.106 -1.428 -0.538 2.2 1.0 1.5
H -0.621 1.092 0.793 -0.6 0.5 0.5
H -1.978 0.019 0.417 2.7 1.4 -1.0
H -0.944 0.925 -0.787 -0.5 -0.5 0.2
H 1.852 0.518 -1.415 0.0 -0.6 1.6
```
Positions in Å, forces in eV/Å.

## Properties
Frontier orbital gap   10.8 eV
Spin multiplicity   1
Energy   -494.32177 a.u.
Energy above the lowest of the compared OMol25 structures with the same formula, charge and spin   89.7 kJ/mol
Charge   +1

---

[3]
DFT (ωB97M-V with the def2-TZVPD basis set) results for a single C5H13N3 molecule at a distorted geometry.

The geometry in XYZ format:
```
21
Properties=species:S:1:pos:R:3:forces:R:3
C 0.272 -0.677 1.706 -0.5 -0.1 0.0
C 0.773 -0.991 0.316 3.0 -0.1 -0.3
N -1.426 -0.969 -0.919 0.1 2.2 -1.3
N 1.621 -1.967 0.136 -0.8 1.8 -0.2
H -1.818 -1.202 -0.011 0.5 0.0 -0.6
H -1.039 -1.684 -1.534 -0.4 0.1 0.9
H 1.912 -2.387 1.023 -0.7 -0.3 -0.1
H 0.728 0.232 2.101 -0.1 0.1 0.0
H 0.491 -1.498 2.395 0.1 0.1 -0.2
H -0.813 -0.558 1.716 0.1 0.2 0.1
C -1.450 1.496 -0.332 0.1 0.1 0.0
N 1.563 1.302 -0.468 -0.1 -0.5 0.1
C 0.730 0.149 -0.816 -0.2 -1.4 1.0
C -0.744 0.413 -1.135 -1.0 -2.1 0.6
H 1.262 1.717 0.410 -0.1 0.0 -0.1
H 2.510 0.955 -0.303 -0.2 0.2 -0.2
H 1.177 -0.318 -1.702 0.0 0.0 0.3
H -0.850 0.637 -2.200 0.0 0.0 0.2
H -2.505 1.563 -0.617 0.2 0.0 0.0
H -1.414 1.318 0.744 0.0 -0.1 0.0
H -0.980 2.469 -0.509 -0.1 -0.2 -0.1
```
Positions in Å, forces in eV/Å.

## Properties
Frontier orbital gap   9.8 eV
SMILES   [H]/N=C(\C)[C@H](N)[C@H](C)N
Spin multiplicity   1
Energy   -362.53546 a.u.
Energy above the lowest of the compared OMol25 structures with the same formula, charge and spin   122.9 kJ/mol

---

[4]
DFT (ωB97M-V with the def2-TZVPD basis set) results for 3 unconnected molecules or ions with the total composition C36H76N3O11P3S at a distorted geometry.

The geometry in XYZ format:
```
130
Properties=species:S:1:pos:R:3:forces:R:3
N -1.672 4.691 1.895 -0.4 0.2 -1.8
P -0.922 4.378 0.509 -1.0 -0.2 2.5
C -0.200 2.600 0.661 -0.8 -0.1 -1.4
C -0.226 1.959 -0.801 -0.6 -0.3 -0.2
C 0.609 0.596 -0.995 0.5 0.6 0.2
C 1.099 -0.073 0.412 -2.0 -0.8 -1.3
C 2.157 -1.267 0.233 1.7 0.3 0.3
C 2.625 -1.585 -1.259 0.3 -0.5 -0.3
C 1.573 -2.398 -2.158 0.6 -0.5 -0.5
C 0.874 -3.646 -1.428 -0.2 -0.6 -1.3
N -0.622 -3.441 -1.263 0.9 0.5 0.8
C -0.215 -0.678 1.092 -0.9 0.7 0.4
C -0.368 -0.496 2.669 -0.4 -0.6 0.6
C 0.471 -1.537 3.563 -0.4 -0.1 0.6
C 0.250 -3.077 3.173 -0.1 0.4 0.6
C -1.262 -3.469 2.810 0.5 -0.8 1.1
C -1.267 -5.069 2.522 0.4 0.8 -1.2
C -2.366 -5.516 1.452 0.2 -1.6 0.3
C -3.886 -5.259 1.896 -0.1 -0.5 -0.7
C -4.581 -4.178 0.926 -0.2 -0.2 1.1
C -5.160 -2.989 1.843 0.6 0.6 -0.7
C -4.647 -1.591 1.212 -1.8 0.2 0.0
C -5.970 -0.668 0.997 1.1 0.5 1.5
N -5.780 0.345 -0.078 -0.3 -0.5 -0.1
C -4.649 1.233 -0.095 -3.2 1.9 -5.0
C -4.921 2.110 -1.350 -1.5 -3.1 1.9
C -6.227 1.603 -2.012 1.3 -1.7 3.3
C -6.751 0.448 -1.133 3.8 4.3 -1.6
S 1.959 1.291 1.320 7.3 1.0 1.1
O 3.226 1.568 0.515 -4.1 -0.5 1.0
O 2.434 0.941 2.705 -3.0 0.8 -2.8
O 1.111 2.766 1.260 -0.1 -2.7 -0.4
H -2.652 4.902 1.622 0.7 0.0 0.6
H -1.818 4.495 -0.614 0.9 -0.4 0.1
H 0.203 5.226 0.238 -0.2 -0.7 -0.3
H -0.850 1.987 1.371 0.6 1.1 -0.9
H 0.062 2.732 -1.610 -0.2 -1.2 1.4
H -1.332 1.705 -1.028 1.6 0.6 0.5
H 1.504 0.869 -1.668 -1.4 -0.8 1.1
H -0.093 -0.164 -1.467 1.2 1.0 0.4
H 1.806 -2.247 0.730 0.2 1.8 -0.8
H 3.109 -0.974 0.819 -1.5 -0.5 -1.0
H 3.001 -0.664 -1.844 -0.7 -1.3 1.1
H 3.556 -2.265 -1.169 -1.5 1.0 0.0
H 2.180 -2.841 -3.037 -0.9 0.8 1.3
H 0.780 -1.730 -2.668 1.2 -1.0 1.0
H 1.379 -3.977 -0.458 -0.6 0.7 -1.2
H 0.962 -4.547 -2.146 0.1 1.4 1.2
H -0.877 -2.480 -1.531 0.2 -0.7 0.2
H -0.873 -3.548 -0.272 0.1 0.1 -0.6
H -1.147 -0.189 0.609 1.4 -0.7 0.7
H -0.294 -1.791 0.821 0.4 1.8 0.4
H -0.188 0.581 3.046 -0.1 -1.7 -0.8
H -1.480 -0.702 2.919 1.6 0.3 -0.5
H 0.086 -1.402 4.644 0.6 -0.1 -1.6
H 1.592 -1.330 3.599 -1.5 0.0 -0.2
H 1.016 -3.387 2.379 -1.3 0.3 0.8
H 0.524 -3.690 4.114 -0.4 0.9 -1.5
H -1.721 -2.861 1.963 0.7 -0.9 0.9
H -1.886 -3.222 3.753 0.8 -0.4 -1.5
H -1.297 -5.684 3.479 -0.2 0.9 -1.2
H -0.238 -5.282 2.037 -1.5 0.2 0.8
H -2.253 -6.662 1.332 0.0 1.7 0.1
H -2.104 -5.093 0.412 -0.6 -0.5 1.7
H -3.875 -4.964 3.003 -0.2 -0.1 -1.6
H -4.538 -6.211 1.844 1.4 1.3 0.1
H -5.429 -4.635 0.289 1.3 0.6 1.1
H -3.800 -3.813 0.170 -1.2 -0.3 1.3
H -6.311 -3.056 1.918 1.8 0.3 -0.3
H -4.787 -3.012 2.928 -0.4 -0.3 -1.7
H -3.905 -1.109 1.949 -1.1 -0.5 -1.3
H -4.176 -1.690 0.176 -0.5 -0.1 1.5
H -6.096 -0.089 1.986 -0.2 -0.9 -1.4
H -6.916 -1.290 0.824 1.6 0.9 -0.1
H -3.756 1.325 0.595 -1.7 -0.6 -0.7
H -4.231 2.959 -1.663 -1.3 -1.4 0.3
H -6.717 1.986 -2.966 0.9 -0.6 1.6
H -7.689 -0.160 -1.308 1.6 0.7 0.8
O 4.954 -6.185 -0.868 2.3 -0.9 3.7
P 6.400 -6.538 -1.234 -1.9 1.5 -8.6
O 6.730 -5.169 -2.105 0.4 -0.1 1.1
C 6.984 -3.962 -1.400 0.1 0.3 0.0
C 8.354 -3.980 -0.755 0.2 0.0 0.2
O 5.968 -7.502 -2.520 0.6 -0.7 1.1
C 4.747 -8.236 -2.506 -0.4 0.0 -0.2
C 3.709 -7.527 -3.357 -0.1 0.2 -0.1
O 8.024 -7.004 -1.507 -1.6 0.2 2.7
C 8.360 -8.341 -1.880 0.4 -0.7 0.2
C 8.668 -8.391 -3.364 -0.1 0.3 -0.4
H 6.198 -3.790 -0.658 0.0 0.0 0.0
H 6.934 -3.151 -2.129 -0.1 -0.1 -0.1
H 8.399 -4.730 0.042 0.0 0.1 0.0
H 8.590 -3.005 -0.320 0.0 -0.1 0.0
H 9.125 -4.239 -1.484 -0.1 0.1 0.0
H 4.389 -8.399 -1.487 0.0 0.2 -0.1
H 4.950 -9.223 -2.932 0.2 0.1 0.0
H 3.565 -6.492 -3.037 0.0 -0.2 0.2
H 2.747 -8.043 -3.309 0.1 0.0 0.0
H 4.036 -7.488 -4.399 0.0 -0.1 0.1
H 7.572 -9.042 -1.599 0.0 0.1 -0.2
H 9.257 -8.620 -1.321 -0.1 0.1 0.1
H 7.827 -8.052 -3.971 -0.1 -0.1 0.2
H 8.921 -9.407 -3.677 0.1 0.0 0.2
H 9.504 -7.728 -3.606 0.0 -0.2 0.1
O -2.415 8.043 -0.688 -2.9 -1.6 3.1
P -2.772 9.231 0.215 5.3 5.3 -5.4
O -3.266 10.232 -1.009 -1.0 -0.4 0.5
C -4.552 10.026 -1.577 -0.2 0.1 -0.2
C -5.648 10.494 -0.642 -0.2 0.0 0.2
O -1.200 9.775 0.273 -0.4 -0.4 1.3
C -0.109 8.861 0.232 0.4 -0.1 -0.3
C 0.496 8.840 -1.159 0.0 0.1 -0.2
O -3.172 10.510 1.278 -0.9 -2.9 0.2
C -2.306 10.881 2.351 0.1 0.1 0.8
C -1.557 12.148 1.985 0.0 0.2 -0.5
H -4.681 8.972 -1.840 0.0 0.0 0.0
H -4.588 10.606 -2.501 0.2 0.0 0.0
H -5.687 9.868 0.257 -0.1 0.0 -0.1
H -6.623 10.446 -1.132 0.1 0.0 0.0
H -5.468 11.520 -0.311 0.0 -0.1 -0.1
H -0.411 7.862 0.556 -0.1 0.1 -0.1
H 0.642 9.210 0.948 -0.1 0.1 0.0
H -0.253 8.613 -1.921 0.0 -0.1 0.2
H 1.297 8.099 -1.226 0.0 0.1 0.0
H 0.905 9.823 -1.409 0.0 -0.1 0.1
H -1.631 10.066 2.618 0.0 0.1 -0.1
H -2.934 11.079 3.224 -0.1 -0.1 -0.1
H -0.966 12.027 1.075 0.0 -0.2 0.1
H -0.880 12.449 2.788 -0.1 -0.1 0.1
H -2.256 12.965 1.787 0.0 -0.1 0.2
```
Positions in Å, forces in eV/Å.

## Properties
Frontier orbital gap   6.6 eV
SMILES   N=[PH2][C@H]1CC[C@](CCCCN)(CCCCCCCCCCCCn2cccc2)S(=O)(=O)O1.CCOP(=O)(OCC)OCC.CCOP(=O)(OCC)OCC
Spin multiplicity   1
Energy   -3831.03403 a.u.
Energy above the lowest of the compared OMol25 structures with the same formula, charge and spin   553.2 kJ/mol

---

[5]
DFT (ωB97M-V with the def2-TZVPD basis set) results for a single C17H27F6N3O2 molecule.

The geometry in XYZ format:
```
55
Properties=species:S:1:pos:R:3:forces:R:3
O -1.505 -0.477 2.010 0.1 -0.3 0.4
C -1.997 -0.043 1.000 -0.3 0.2 -0.4
N -1.273 0.637 0.052 0.0 0.0 -0.2
H -1.727 0.834 -0.828 0.1 0.0 0.1
C 0.147 0.888 0.085 0.1 0.2 0.2
N 0.938 -0.186 -0.429 0.2 0.1 0.0
H 1.948 -0.040 -0.285 -0.3 0.2 0.0
C 0.620 -1.547 0.003 -0.2 -0.1 0.0
C 1.808 -2.449 -0.307 -0.1 0.2 0.2
H 2.035 -2.387 -1.371 0.0 -0.1 -0.1
C 3.038 -2.076 0.524 -0.1 -0.2 -0.2
N 3.591 -0.781 0.138 0.3 0.0 0.1
C 4.356 -0.159 1.211 0.1 0.3 -0.1
H 3.715 -0.050 2.088 0.0 0.0 0.0
C 4.838 1.221 0.759 -0.1 -0.2 0.3
O 5.629 1.132 -0.403 0.2 0.0 0.0
C 4.894 0.537 -1.445 -0.1 -0.3 -0.2
C 4.421 -0.864 -1.056 0.1 0.3 -0.1
H 3.838 -1.288 -1.874 0.0 0.0 0.0
H 5.301 -1.506 -0.876 -0.1 0.0 0.0
H 5.563 0.489 -2.306 -0.1 0.0 0.0
H 4.021 1.160 -1.691 0.1 -0.1 0.0
H 5.468 1.673 1.527 -0.1 0.0 0.0
H 3.971 1.869 0.570 0.1 0.0 0.1
H 5.230 -0.775 1.483 0.0 0.0 0.0
H 3.799 -2.870 0.437 0.0 0.1 0.1
H 2.738 -2.013 1.573 0.0 0.0 0.0
H 1.532 -3.479 -0.076 0.0 0.0 -0.1
H 0.390 -1.600 1.073 0.0 -0.1 -0.1
H -0.261 -1.883 -0.554 0.0 -0.1 0.1
C 0.381 2.088 -0.877 -0.1 0.1 -0.2
F -0.189 1.839 -2.064 -0.2 -0.2 -0.2
F -0.165 3.222 -0.430 -0.1 0.1 0.3
F 1.668 2.322 -1.117 0.3 -0.1 0.0
C 0.569 1.378 1.525 0.0 0.1 0.1
F -0.405 2.027 2.160 -0.1 0.1 0.0
F 1.006 0.394 2.304 0.1 -0.3 0.0
F 1.600 2.241 1.436 0.2 0.1 -0.1
C -3.468 -0.167 0.657 0.1 0.1 -0.1
C -4.127 1.211 0.522 -0.2 -0.2 0.2
C -5.622 1.046 0.261 0.1 0.2 -0.3
C -5.857 0.217 -0.999 -0.2 -0.2 0.3
C -5.191 -1.150 -0.870 0.1 0.2 -0.3
C -3.694 -0.995 -0.613 -0.2 -0.2 0.3
H -3.231 -1.978 -0.498 0.1 0.0 -0.1
H -3.235 -0.506 -1.476 0.1 0.0 -0.1
H -5.348 -1.729 -1.782 0.0 -0.1 0.0
H -5.646 -1.698 -0.043 0.0 -0.1 0.0
H -5.443 0.743 -1.863 0.0 0.0 -0.1
H -6.928 0.092 -1.167 0.0 0.0 -0.1
H -6.085 2.029 0.151 -0.1 0.0 0.1
H -6.088 0.550 1.114 -0.1 0.0 0.1
H -3.678 1.767 -0.303 0.0 0.1 0.0
H -3.965 1.783 1.437 0.1 0.1 0.0
H -3.927 -0.692 1.500 0.1 0.0 0.0
```
Positions in Å, forces in eV/Å.

## Properties
Frontier orbital gap   9.6 eV
SMILES   O=C(NC(NCCCN1CCOCC1)(C(F)(F)F)C(F)(F)F)C1CCCCC1
Spin multiplicity   1
Energy   -1577.97668 a.u.
Energy above the lowest of the compared OMol25 structures with the same formula, charge and spin   8.3 kJ/mol

---

[6]
DFT (ωB97M-V with the def2-TZVPD basis set) results for 14 unconnected molecules or ions with the total composition C7H40FN4O14 at a distorted geometry.

The geometry in XYZ format:
```
66
Properties=species:S:1:pos:R:3:forces:R:3
C 0.982 2.090 3.918 -0.6 -0.3 -0.1
C 1.066 0.506 3.851 -0.5 0.5 -0.9
C -0.314 -0.196 3.527 1.6 -1.6 1.5
O -1.030 0.430 2.384 1.1 -1.5 -1.8
C -0.348 0.070 1.260 1.5 2.6 -0.5
N 0.601 0.936 0.697 -1.9 -4.9 -1.0
C 1.061 0.140 -0.388 -0.9 1.5 1.7
N 2.027 0.648 -1.148 -0.1 -1.1 -0.4
C 2.611 -0.103 -2.278 0.4 0.4 -1.4
C 1.699 -0.160 -3.562 0.9 -0.3 0.1
F 3.788 0.596 -2.655 -1.2 -0.6 0.9
N 0.408 -1.084 -0.490 1.6 1.9 -0.5
N -0.473 -1.112 0.552 -1.1 1.3 2.1
H 1.754 2.554 3.248 -0.8 -0.5 0.9
H -0.018 2.462 3.537 1.0 -0.5 0.4
H 1.099 2.470 4.969 0.0 -0.4 -1.2
H 1.554 0.088 4.773 -0.9 0.3 -1.0
H 1.762 0.223 3.006 -0.7 0.3 0.9
H -0.075 -1.259 3.183 -0.5 1.4 0.8
H -0.986 -0.291 4.442 0.4 0.5 -1.7
H 2.340 1.592 -0.894 -0.1 -0.6 -0.3
H 2.934 -1.130 -1.928 -0.3 1.1 -0.3
H 2.405 -0.099 -4.443 -0.7 -0.3 1.0
H 0.999 0.705 -3.666 0.5 -0.9 0.4
H 1.191 -1.166 -3.612 0.2 1.2 0.0
H 0.550 -1.815 -1.192 -0.4 0.3 0.6
H -1.136 -1.849 0.807 0.8 0.1 -0.4
O -3.954 -0.839 0.156 0.3 0.1 -0.2
H -2.997 -0.736 0.087 -0.1 0.2 0.1
H -4.279 0.066 0.274 -0.1 -0.1 0.2
O 6.605 2.024 -2.778 -0.3 0.0 -0.2
H 6.881 2.566 -3.529 0.2 0.1 0.2
H 5.687 1.803 -2.971 0.1 0.0 0.1
O -1.063 -3.279 3.432 -0.2 -0.1 -0.3
H -1.558 -3.356 4.260 0.0 0.1 0.0
H -1.665 -3.636 2.770 0.0 -0.2 0.2
O -1.017 0.933 -4.647 -0.2 0.0 0.0
H -1.535 1.511 -5.221 0.1 0.0 0.0
H -1.611 0.196 -4.462 0.0 0.1 -0.1
O -4.845 0.918 -2.411 0.2 0.1 0.1
H -5.112 1.737 -1.976 -0.1 -0.1 -0.1
H -4.425 0.409 -1.709 -0.2 -0.1 -0.2
O -3.189 -3.628 -1.576 0.4 0.2 0.3
H -3.457 -2.808 -1.140 -0.4 0.0 -0.1
H -2.768 -4.141 -0.876 -0.2 -0.2 -0.2
O 3.732 -0.132 4.404 0.6 0.0 -0.2
H 4.411 0.528 4.220 0.0 -0.1 0.2
H 3.792 -0.740 3.658 0.1 0.0 0.1
O 9.019 3.031 -4.252 0.1 -0.2 -0.1
H 9.907 3.356 -4.068 -0.1 0.1 0.0
H 9.134 2.079 -4.353 0.0 0.1 0.0
O 2.712 4.197 4.685 0.4 0.4 -0.1
H 3.568 4.010 4.283 0.0 0.1 0.1
H 2.425 5.011 4.253 0.0 0.0 0.1
O -6.157 1.816 0.617 0.2 -0.2 0.2
H -6.319 2.630 1.108 0.0 0.0 -0.1
H -6.507 1.123 1.190 -0.1 0.1 -0.1
O -2.788 -1.411 6.039 0.1 0.2 0.0
H -2.051 -0.996 6.503 -0.1 -0.1 0.1
H -3.554 -0.889 6.305 0.0 -0.1 0.0
O -2.961 -4.267 -4.658 -0.4 0.1 0.1
H -3.429 -4.346 -3.816 0.2 0.0 0.0
H -3.585 -4.614 -5.307 0.2 0.0 0.0
O -4.551 -1.891 -5.844 0.1 0.2 0.3
H -4.819 -1.074 -5.406 -0.1 -0.1 -0.1
H -4.128 -2.407 -5.145 0.1 -0.1 -0.2
```
Positions in Å, forces in eV/Å.

## Properties
Frontier orbital gap   9.7 eV
Spin multiplicity   1
Energy   -1662.63452 a.u.
Charge   +1

---

Which of these has the lowest energy? H6NiO15S3

---

spin multiplicity of number 3 (C5H13N3)? 1

---

Which formula does entry 5 have? C17H27F6N3O2